[1]
Formula: C28H27BF4N7O2S4W
Source: the OMol25 dataset
Level of theory: the ωB97M-V functional and the def2-TZVPD basis

XYZ file:
```
74
Properties=species:S:1:pos:R:3:forces:R:3
H 2.218 0.769 0.469 0.0 0.0 0.0
C 1.846 -3.065 0.954 0.0 0.0 0.1
H 1.557 0.347 6.063 0.0 -0.1 -0.1
H -0.549 5.833 -2.543 0.0 -0.1 0.0
H -2.971 3.569 3.953 0.0 -0.1 -0.1
N -2.589 1.566 1.296 -0.3 0.1 0.4
W -1.099 0.227 0.519 -0.7 0.8 -0.2
C 0.217 2.672 -1.611 0.0 -0.1 0.0
C 2.670 -2.715 -3.080 0.0 0.0 0.0
O 1.159 0.456 -1.226 0.3 0.0 0.0
H -1.343 -4.541 -3.790 0.1 0.0 -0.1
F -2.974 1.419 -2.745 0.2 -0.3 -0.1
H 3.232 -1.831 2.792 -0.1 0.1 0.0
H 3.367 1.648 1.419 0.0 0.0 0.0
C -2.120 2.410 2.310 0.2 -0.2 -0.3
C -1.813 4.473 -1.450 -0.1 0.1 0.0
C -0.014 3.441 3.225 0.1 0.3 0.2
C 0.362 3.923 -2.193 0.1 0.1 -0.1
H 1.453 1.579 -2.933 0.0 0.0 0.0
C 0.488 -3.746 -2.977 0.0 0.0 -0.1
S 1.687 3.290 2.994 0.1 0.1 0.0
C 1.415 2.114 1.759 0.1 0.1 -0.1
C 1.049 -1.828 1.226 0.3 -0.1 0.2
H -2.668 5.132 -1.381 0.0 -0.1 0.0
S -2.616 -1.731 0.400 0.3 0.2 -0.1
C -3.912 1.482 1.305 0.2 0.2 0.0
H 3.300 -1.878 -3.363 0.0 0.0 0.0
N 0.144 1.881 1.529 -0.4 -0.2 0.2
C -0.673 2.627 2.387 -0.1 -0.3 -0.2
C -3.075 2.919 3.096 -0.2 0.2 0.3
S -2.125 -3.684 -1.808 0.0 0.1 0.0
H 4.302 -3.878 -2.300 -0.1 0.0 0.0
C 2.410 -1.274 3.227 0.1 -0.1 -0.1
N -4.625 0.842 0.379 0.0 -0.1 0.0
B -2.036 0.453 -3.033 0.0 -0.1 0.1
H -0.417 4.126 3.957 0.1 -0.1 -0.1
N -0.195 -2.311 -0.630 0.1 0.0 -0.1
O -1.008 -0.216 2.436 0.1 0.0 0.0
C -0.650 4.851 -2.097 0.0 0.1 -0.1
H 2.864 -5.804 -1.704 0.0 0.0 0.0
H 2.272 2.137 -1.478 0.1 0.0 0.0
F -1.554 -0.065 -1.618 0.1 0.1 0.1
H -2.806 2.895 -0.457 0.0 0.0 0.1
H 0.799 -0.171 -1.867 -0.1 -0.1 0.0
F -0.864 0.928 -3.604 -0.4 -0.1 0.1
H 1.272 4.142 -2.740 0.0 0.0 0.0
N 0.149 -1.417 0.399 0.1 -0.6 -0.3
H 0.431 -5.714 -2.130 0.0 0.0 0.0
F -2.540 -0.667 -3.631 0.2 0.3 0.1
C 0.150 -0.420 3.077 0.0 -0.1 -0.2
H -4.152 0.238 -0.281 0.0 0.0 -0.1
S -4.637 2.394 2.575 -0.1 0.0 0.1
C -0.988 -3.663 -3.247 0.0 -0.1 0.2
C -1.882 3.214 -0.900 0.1 -0.1 -0.1
H 0.857 -1.811 -3.816 0.1 0.0 0.1
H 3.478 -0.849 5.029 0.0 0.0 0.0
H -0.579 0.564 4.819 0.1 0.0 0.0
H -5.613 0.705 0.500 0.0 0.0 0.0
N -0.875 2.318 -0.920 0.0 0.1 0.1
H 1.738 -3.763 1.786 0.0 0.0 0.0
C 1.348 1.704 -1.855 -0.2 0.0 0.0
N 2.428 1.550 1.078 -0.1 0.0 0.0
C 1.225 -1.120 2.493 0.0 0.0 0.0
C 3.235 -3.837 -2.484 0.0 0.0 0.0
C 1.468 -0.064 5.063 0.1 0.0 0.0
C 2.426 -4.919 -2.150 0.0 0.0 -0.1
C 1.304 -2.675 -3.325 0.0 0.0 -0.1
C 1.061 -4.873 -2.400 0.0 0.0 0.1
C 0.280 0.073 4.377 -0.1 0.0 0.1
H 2.905 -2.805 0.876 0.0 0.0 0.0
H 1.537 -3.539 0.030 0.0 0.0 0.0
H -1.236 -2.780 -3.828 0.0 0.1 0.0
C 2.551 -0.732 4.483 0.0 0.1 0.2
C -1.458 -2.522 -0.690 -0.1 0.0 0.1
```
Positions in Å, forces in eV/Å.

E_HOMO (alpha / beta)	-0.3852 / -0.3944	hartree
LUMO energy (alpha / beta)	-3.14 / -3.50	eV
charge	+1
spin multiplicity	3
orbital gap (alpha / beta)	7.3 / 7.2	eV
E_tot	-3701.25246	a.u.

---

[2]
Formula: C29H52BN10OPbS
Source: the OMol25 dataset
Level of theory: the ωB97M-V functional and the def2-TZVPD basis

XYZ file:
```
95
Properties=species:S:1:pos:R:3:forces:R:3
H -4.561 -0.890 -2.819 -0.1 0.3 0.5
H -2.620 2.028 -0.997 0.0 -0.3 0.2
C -3.294 0.763 2.525 -0.6 0.5 -1.4
N -2.591 -0.101 0.570 0.6 -0.6 -0.1
N -0.357 -2.012 0.680 0.4 0.1 1.0
B -1.278 -0.659 2.636 -0.1 -0.6 0.1
H -1.152 5.349 -1.901 0.1 -0.1 -0.1
H 1.250 -2.099 -1.806 0.2 0.5 0.3
C 3.350 0.847 -0.110 0.3 1.2 1.9
H -1.131 -4.983 -0.989 -0.1 0.2 0.4
H 0.866 1.608 4.179 -0.4 -0.5 -0.3
H -6.015 1.734 -0.504 -0.3 -0.2 0.3
H 1.081 -3.558 -2.680 0.0 0.0 -0.2
H 4.729 1.664 1.339 -0.2 -0.5 0.6
C 0.861 2.221 2.062 -0.4 0.0 0.4
H 5.578 3.098 -2.971 -0.4 -0.5 -0.4
C -0.459 2.840 0.368 0.9 1.4 0.1
H -3.003 5.032 -0.321 0.6 -0.3 0.5
C 4.919 2.213 -3.074 0.0 0.5 0.3
H -2.818 3.900 1.054 -0.3 -0.4 -0.2
H 0.402 -1.731 4.683 0.1 0.6 0.1
H 4.595 -3.121 -2.416 -0.2 -0.2 -0.3
H 0.168 4.154 -2.027 0.4 0.0 -0.4
H -6.302 -1.336 -1.190 0.3 0.0 0.9
C 0.662 -3.006 -1.839 0.0 -0.5 -1.4
C -0.468 4.700 -1.351 0.1 0.0 1.1
C -3.932 -0.540 -1.984 0.3 -1.3 0.2
C 5.588 -1.890 -1.012 0.2 0.9 0.6
N 0.906 1.276 1.030 0.0 0.8 0.1
N 3.364 1.107 -1.397 0.4 -0.1 -2.1
H 1.121 -4.548 2.179 -0.1 0.1 0.0
H 2.908 -0.111 -2.901 -0.1 0.4 0.2
H 1.625 3.090 3.879 -0.1 -0.4 -0.7
H -6.429 -0.527 0.433 0.7 -0.8 -0.5
O 4.624 -1.093 -3.005 -0.2 -0.4 -0.1
H 4.708 -1.617 -0.372 0.4 -0.7 -0.7
H -3.405 -1.444 -1.637 0.1 0.0 -0.3
C -5.725 -1.020 -0.288 -0.1 0.7 -0.7
C -4.263 0.983 1.570 1.2 -0.9 0.2
H 3.994 2.445 -3.637 0.6 0.0 0.2
H -1.720 5.202 0.933 -0.2 0.2 -0.3
H -1.308 2.405 -2.190 -0.1 -0.4 -0.4
H 1.860 1.273 -2.747 0.4 0.2 -0.1
H 0.279 -5.769 -1.524 0.8 -1.0 -1.4
C 0.203 -2.706 4.288 0.3 -0.8 0.0
H -6.109 0.999 -2.104 0.1 0.0 0.3
C -5.428 1.261 -1.282 -0.7 0.3 0.0
C 0.345 -3.137 0.614 -0.1 -0.7 0.9
H -4.283 1.505 4.216 -0.2 0.1 -0.1
N 2.424 0.566 -2.293 0.2 -0.4 0.5
C -3.367 0.989 3.963 0.0 1.3 0.4
H -4.808 2.061 -1.640 0.6 0.2 -0.3
H 0.132 5.327 -0.666 -0.2 -0.2 -0.5
H 6.261 -1.027 -0.902 -0.1 -0.2 -0.5
H 2.410 -5.046 -1.362 0.2 -0.2 -0.2
C -3.830 0.327 0.391 0.4 0.7 0.6
C -4.680 0.026 -0.797 -1.0 0.5 -0.6
C 4.557 1.801 -1.703 -0.9 -0.6 0.9
H -0.725 -3.051 4.744 0.0 -0.1 -0.1
C 0.137 -2.728 2.798 -0.4 0.6 1.5
H 0.054 -5.713 0.187 -0.5 0.0 -0.3
H -2.558 1.584 4.378 0.2 0.0 -0.1
H -5.134 -1.842 0.129 -0.7 -0.2 0.1
H -1.251 -0.509 3.815 0.1 0.1 -0.3
H 2.452 1.618 3.434 0.1 -0.3 -0.1
N -2.237 0.135 1.907 0.1 -0.4 -0.7
C 0.593 -3.636 1.942 1.0 -0.8 -1.7
H -0.264 4.082 2.200 -0.1 0.5 0.4
H -0.361 -2.810 -2.142 -0.4 0.1 0.1
N 5.200 1.999 -0.582 -0.4 -0.1 0.1
H -2.760 3.393 -2.042 0.0 0.0 -0.3
N 0.100 1.729 -0.041 0.7 -1.3 0.5
C -1.300 3.688 -0.535 -0.7 0.2 0.4
N -0.484 -1.739 2.095 -0.6 1.3 -2.1
H -5.183 1.465 1.705 -1.1 0.4 0.3
H 4.699 -1.153 -3.961 0.1 -0.1 -0.2
C 5.278 -2.281 -2.424 -0.4 1.5 -0.4
H 5.441 1.387 -3.562 0.0 0.2 0.0
H 2.418 -4.904 0.382 0.2 -0.2 0.3
H -3.237 0.154 -2.432 0.3 0.5 -0.2
S 2.072 0.067 0.780 -0.7 -0.5 0.5
H 1.023 -3.357 4.614 -0.3 0.0 -0.1
C -0.083 -5.165 -0.756 -0.2 1.0 1.5
C 2.262 -4.365 -0.536 -1.0 0.4 0.0
H 6.127 -2.702 -0.585 0.2 -0.8 0.8
H 6.151 -2.493 -3.060 -0.2 -0.1 0.6
N 4.443 1.420 0.410 0.1 0.4 -2.3
C 1.473 2.086 3.422 0.8 1.1 0.3
C 0.778 -3.885 -0.640 0.2 0.1 0.8
Pb -0.873 -0.287 -1.115 -0.3 -0.4 0.7
C -2.274 4.483 0.317 -0.4 0.9 0.3
H -3.377 0.060 4.461 0.0 -1.1 0.8
H 2.991 -3.567 -0.626 0.0 0.3 0.1
C 0.017 3.218 1.655 0.2 -1.3 -0.6
C -2.039 2.794 -1.490 -0.2 0.4 -0.5
```
Positions in Å, forces in eV/Å.

E_HOMO	-0.6267	hartree
LUMO energy	-8.77	eV
charge	+3
spin multiplicity	1
orbital gap	8.3	eV
E_tot	-2374.05571	a.u.

---

[3]
Formula: C3H4F8MgNO5S2
Source: the OMol25 dataset
Level of theory: the ωB97M-V functional and the def2-TZVPD basis

XYZ file:
```
24
Properties=species:S:1:pos:R:3:forces:R:3
F 0.435 -2.508 2.438 -0.2 0.2 0.3
O -0.933 1.479 -1.724 -0.1 0.5 0.1
H -1.351 3.028 -0.376 -0.4 -0.4 -0.3
S 0.001 0.067 1.866 -0.9 1.0 0.2
F 2.586 -1.939 -2.097 0.6 -0.1 -0.1
Mg -1.650 -0.178 -0.645 -3.1 0.1 -1.1
F -3.214 0.463 0.166 0.8 -0.1 -0.2
F -2.205 -1.355 -1.966 0.7 0.2 0.2
N 0.083 -0.332 0.258 2.3 -0.2 2.4
H -0.315 3.442 -1.737 0.3 0.1 0.1
O 2.313 -1.546 0.733 -0.4 -0.4 -0.1
O 2.412 0.612 -0.351 -0.4 0.4 -0.2
C -0.543 2.664 -1.010 -0.1 0.1 0.4
S 1.663 -0.582 -0.098 0.8 0.1 -0.4
C 1.461 -1.328 -1.773 -0.3 0.0 0.1
F 0.485 -2.209 -1.814 -0.2 0.0 0.0
H 0.270 2.449 -0.313 0.3 0.1 -0.4
C -0.420 -1.524 2.727 0.4 -0.1 -0.6
F -0.410 -1.301 4.037 -0.1 -0.1 0.0
O -1.158 0.863 2.078 -0.6 -0.2 -0.3
F 1.239 -0.356 -2.676 -0.1 -0.1 0.0
O 1.197 0.607 2.413 1.0 -0.6 -0.1
F -1.631 -1.893 2.322 0.0 0.0 0.2
H -0.318 1.377 -2.456 -0.1 -0.3 0.0
```
Positions in Å, forces in eV/Å.

E_HOMO	-0.2532	hartree
LUMO energy	2.95	eV
charge	-1
spin multiplicity	1
orbital gap	9.8	eV
E_tot	-2343.28473	a.u.

---

[4]
Formula: C2H2F2N2O2
Source: the OMol25 dataset
Level of theory: the ωB97M-V functional and the def2-TZVPD basis

XYZ file:
```
10
Properties=species:S:1:pos:R:3:forces:R:3
H 1.213 0.539 0.792 1.2 -0.2 -0.2
O 2.450 -0.221 -1.447 0.3 -0.1 -0.2
H 0.264 1.093 -0.549 -0.6 0.4 -0.2
C -0.361 -0.784 0.439 1.0 4.3 -1.2
N 1.297 -0.458 -1.299 0.6 0.2 0.7
C 0.693 0.220 -0.102 -2.0 -1.2 0.1
N -1.570 -0.667 0.688 -2.5 0.9 0.2
O -2.413 0.419 0.412 0.0 -2.9 0.5
F 0.254 -1.795 0.927 0.8 -2.5 0.6
F -1.827 1.654 0.139 1.3 1.1 -0.4
```
Positions in Å, forces in eV/Å.

E_HOMO	-0.3677	hartree
SMILES	O=NC/C(F)=N\OF
LUMO energy	-0.59	eV
spin multiplicity	1
orbital gap	9.4	eV
E_tot	-536.84010	a.u.

---

[5]
Formula: C12H30AlF3N4O11PS2
Source: the OMol25 dataset
Level of theory: the ωB97M-V functional and the def2-TZVPD basis

XYZ file:
```
64
Properties=species:S:1:pos:R:3:forces:R:3
H -1.915 -2.794 2.168 -0.3 0.1 0.6
C 5.244 -1.150 -1.252 1.0 0.6 3.8
S 3.850 3.534 -3.007 -1.2 1.6 -6.1
H -3.543 1.586 4.020 -0.1 -1.0 0.0
H -0.037 1.725 5.007 -0.2 0.1 0.0
C -3.012 3.168 1.242 1.3 -0.6 -0.1
F 2.828 2.745 -3.883 -0.7 -1.2 -1.1
C -3.715 -1.019 2.782 1.2 0.1 -0.1
O 5.152 3.141 -3.588 -2.8 0.8 2.5
O -0.640 0.973 1.005 -0.7 -0.1 0.6
C 4.241 -1.204 -5.093 2.7 1.4 -1.9
C -2.587 1.382 4.502 -0.3 2.3 0.2
O 2.572 -0.988 -2.142 1.5 -0.3 -0.7
O 5.528 2.031 -1.035 -0.5 1.2 -0.8
H -3.149 0.947 -0.518 -0.2 -0.4 -0.6
C -0.188 1.051 4.164 -0.1 0.4 -0.4
C -1.408 -1.831 2.227 -0.5 0.3 -1.1
C -3.170 -1.905 -1.770 0.3 1.1 0.0
H -2.093 3.258 0.663 0.0 0.5 -0.6
H -2.518 0.665 5.320 -0.3 -0.4 -0.4
H -0.798 -1.722 3.123 0.4 -0.4 -0.2
F -1.880 1.409 -2.664 1.8 0.0 1.0
H 4.040 -0.133 -5.133 0.8 0.3 -0.6
C 3.536 -1.294 -2.849 -0.6 0.3 -1.7
S 4.439 2.957 -0.828 5.4 -0.8 8.8
O 4.750 4.311 -0.325 -0.9 -2.4 -2.2
H -4.479 0.235 0.522 0.0 0.2 -0.3
H -3.826 3.655 0.706 0.0 0.0 0.5
C -3.917 1.123 0.234 0.7 0.8 0.2
N -1.507 1.355 3.542 0.9 -0.4 -0.9
H -0.893 -1.830 1.266 0.9 0.3 0.4
H -1.657 -4.802 -0.850 0.3 -0.7 0.0
H 4.797 -0.376 -0.627 -1.0 0.1 -0.6
H -4.172 -2.336 -1.762 0.4 -0.7 0.4
F 3.808 2.261 0.462 -0.6 0.0 1.0
O 3.364 -1.664 -4.195 -3.1 -1.2 5.1
H -4.506 1.970 -0.120 -0.6 -0.7 -0.4
H -2.505 2.369 4.957 0.4 0.1 0.7
N -2.369 -0.734 2.167 -1.3 1.0 0.0
H 5.259 -1.448 -4.790 0.2 0.4 -0.2
H -2.998 -1.620 -2.808 0.6 -0.2 0.1
H 5.127 -2.083 -0.700 0.2 -0.1 -0.1
H -0.144 0.032 4.548 -0.1 -0.1 0.0
H 6.266 -0.780 -1.169 0.3 -0.6 -0.8
C -0.811 -2.480 -1.192 -1.6 -0.6 -2.8
H -0.857 -4.567 0.692 0.1 -0.4 0.1
H 0.651 1.209 3.487 -0.3 0.0 -0.2
O 3.347 4.879 -3.262 1.4 -1.8 1.9
H -4.094 -0.176 3.361 0.1 -0.1 -0.2
O 4.829 -1.299 -2.534 -1.7 -0.1 -2.4
H 4.114 -1.648 -6.080 -0.5 -0.1 0.2
H -3.542 -1.865 3.447 -0.3 0.0 0.0
H -0.042 -5.623 -0.516 0.0 0.4 -0.2
N -3.224 1.723 1.364 1.4 -0.8 2.2
H -4.479 -1.278 2.049 0.1 -0.1 -0.2
P -1.812 0.888 1.953 -0.9 -1.0 -0.8
N 3.195 2.716 -1.639 -1.5 1.8 -3.8
H -2.692 3.596 2.192 -0.7 0.2 0.2
O -0.401 -1.458 -1.727 0.0 -0.8 1.7
C -0.681 -4.752 -0.367 -0.9 0.8 0.3
H -3.217 -0.984 -1.190 0.1 -0.1 -0.1
O -2.182 -2.785 -1.190 1.3 -0.2 0.5
Al 0.770 1.289 -1.493 -0.8 -0.9 -0.4
O -0.047 -3.556 -0.875 -0.4 1.8 -0.1
```
Positions in Å, forces in eV/Å.

E_HOMO	-0.4493	hartree
LUMO energy	-9.59	eV
charge	+1
spin multiplicity	1
orbital gap	2.6	eV
E_tot	-3201.05165	a.u.

---

[6]
Formula: C8H18N2O4S
Source: the OMol25 dataset
Level of theory: the ωB97M-V functional and the def2-TZVPD basis

XYZ file:
```
33
Properties=species:S:1:pos:R:3:forces:R:3
H 2.355 0.134 1.646 0.0 0.0 0.0
H 1.709 0.980 3.049 0.0 0.0 0.0
C -0.458 0.158 -0.313 -0.1 -0.1 -0.1
H 4.987 -2.261 1.957 0.0 0.0 0.0
N 2.240 -1.026 3.382 0.0 0.0 0.0
O 3.650 -2.659 4.011 0.0 0.0 0.0
C -2.637 0.163 0.587 -0.1 -0.2 0.2
C 1.725 0.024 2.522 0.1 -0.1 0.2
C 4.156 -1.563 1.947 0.0 0.0 0.0
N -3.254 -0.179 1.838 -0.2 -0.2 -0.2
H -3.316 -1.188 1.926 0.1 0.0 0.1
H -0.497 1.893 -2.387 0.0 0.0 0.1
H -2.979 -0.413 -0.276 0.0 0.0 0.0
H -1.717 3.497 -3.572 0.0 0.1 0.0
O -0.864 -0.572 -1.359 -0.3 0.1 -0.1
C 3.338 -1.803 3.199 0.0 0.0 -0.1
H -2.398 0.483 -4.317 0.0 0.0 0.0
H -0.127 1.371 -4.016 0.0 0.0 0.0
H 1.738 -1.233 4.231 0.0 0.0 0.0
H 0.781 -0.330 -2.599 0.0 0.1 0.1
O -1.226 -0.081 0.767 0.1 0.3 -0.1
H -4.207 0.167 1.852 0.1 0.1 0.1
H -2.789 1.229 0.401 0.0 0.0 0.0
H -2.822 0.882 -2.657 0.0 0.0 0.0
S -2.750 2.817 -4.081 0.0 0.0 -0.1
C -0.729 1.136 -3.135 0.0 0.0 -0.1
O 0.477 0.903 -0.315 0.2 0.0 0.1
C -2.202 1.182 -3.504 -0.1 -0.1 0.1
H 4.541 -0.543 1.917 0.0 0.0 0.0
H -0.693 -1.006 -3.302 0.0 -0.1 0.0
H 3.558 -1.724 1.049 0.0 0.0 0.0
C -0.303 -0.234 -2.644 0.1 -0.1 0.0
H 0.712 -0.203 2.198 0.0 0.0 0.0
```
Positions in Å, forces in eV/Å.

E_HOMO	-0.3365	hartree
SMILES	NCOC(=O)OCCCS.CNC(C)=O
LUMO energy	0.51	eV
spin multiplicity	1
orbital gap	9.7	eV
E_tot	-1124.29620	a.u.

---

Relative energy (zero: lowest compared OMol25 entry of this formula, charge and spin), record by record: 29.53, 0.00, 6.51, 0.00, 128.57, 0.00 kcal per mole